{"formula": "C31H22N5OReS3", "method": "ωB97M-V/def2-TZVPD", "species": ["Re", "S", "C", "C", "C", "C", "C", "C", "S", "H", "H", "H", "H", "S", "C", "C", "C", "C", "C", "C", "N", "C", "C", "C", "C", "C", "C", "C", "H", "H", "H", "H", "H", "H", "H", "H", "N", "C", "C", "C", "C", "C", "N", "C", "H", "H", "H", "H", "N", "C", "O", "C", "C", "C", "N", "C", "C", "H", "H", "H", "H", "H", "H"], "xyz": [[0.400660, -0.180235, -0.212856], [2.484932, -0.287960, -1.119615], [2.934638, 1.310216, -1.606608], [4.163295, 1.512307, -2.261247], [4.529567, 2.770977, -2.662908], [3.678402, 3.861371, -2.423436], [2.477514, 3.680611, -1.786208], [2.085337, 2.396290, -1.368060], [0.572315, 2.171810, -0.556649], [4.806863, 0.661984, -2.442468], [5.473048, 2.925230, -3.166055], [3.969293, 4.850186, -2.747658], [1.817100, 4.517340, -1.601727], [-1.760128, -2.723391, -3.319616], [-2.115204, -1.078430, -3.748212], [-2.938986, -0.629257, -4.773590], [-3.090042, 0.733915, -4.930835], [-2.422464, 1.624924, -4.087659], [-1.596548, 1.177957, -3.076341], [-1.443182, -0.195262, -2.900462], [-0.659055, -0.850364, -1.945173], [-0.763998, -2.167169, -2.041987], [-0.100872, -3.011138, -1.070067], [-0.039840, -4.401374, -1.186506], [0.645730, -5.126762, -0.235739], [1.274368, -4.448775, 0.808819], [1.208463, -3.069453, 0.911162], [0.503493, -2.293298, -0.017482], [-3.444496, -1.326516, -5.424933], [-3.728434, 1.112932, -5.715686], [-2.547351, 2.688409, -4.232293], [-1.070256, 1.876427, -2.444954], [-0.510980, -4.908357, -2.019836], [0.706962, -6.202927, -0.305333], [1.831534, -5.010910, 1.546329], [1.735996, -2.592990, 1.729646], [-4.902624, 3.493877, 0.367102], [-4.395297, 2.470834, 0.466435], [-3.756077, 1.192355, 0.577559], [-4.481842, 0.037374, 0.842359], [-3.794754, -1.160902, 0.924860], [-2.427760, -1.165232, 0.727055], [-1.720229, -0.051291, 0.469385], [-2.380301, 1.108024, 0.405541], [-5.553677, 0.083648, 0.976294], [-4.309226, -2.088127, 1.128847], [-1.861959, -2.087518, 0.744106], [-1.800238, 1.999620, 0.210534], [2.701029, 1.054389, 6.488245], [1.486842, 0.647083, 6.060383], [0.532540, 0.461910, 6.780819], [1.346244, 0.440393, 4.570644], [0.535086, -0.595571, 4.127707], [0.352424, -0.769406, 2.774594], [0.901005, 0.050004, 1.858380], [1.688643, 1.048713, 2.286858], [1.937101, 1.267959, 3.627504], [2.835295, 1.182466, 7.477931], [3.502470, 1.073897, 5.884138], [0.049424, -1.250917, 4.835246], [-0.235064, -1.588375, 2.388958], [2.118470, 1.677863, 1.519278], [2.564825, 2.098643, 3.915491]], "forces_ev_per_a": [[0.7, 0.5, -0.7], [-0.8, -0.1, 0.3], [0.1, 0.2, -0.1], [-0.1, -0.1, 0.1], [0.0, 0.1, 0.0], [0.1, -0.1, -0.1], [-0.1, -0.1, 0.1], [0.2, 0.1, -0.1], [-0.1, -0.3, 0.1], [0.0, 0.0, 0.0], [0.0, 0.0, 0.0], [0.0, 0.0, 0.0], [0.0, 0.0, 0.0], [0.0, 0.1, 0.0], [0.0, 0.0, -0.1], [0.0, 0.1, 0.0], [0.0, 0.0, 0.0], [0.0, 0.0, 0.0], [0.0, 0.0, 0.0], [0.0, 0.1, -0.1], [0.0, -0.3, 0.4], [0.1, -0.1, 0.1], [0.0, 0.1, -0.1], [0.0, 0.0, 0.0], [0.0, 0.1, 0.0], [0.0, -0.1, 0.0], [0.0, 0.0, 0.0], [0.1, 0.0, 0.0], [0.0, 0.0, 0.0], [0.0, 0.0, 0.0], [0.0, 0.0, 0.0], [0.0, 0.0, 0.0], [0.0, 0.0, 0.0], [0.0, 0.0, 0.0], [0.0, 0.0, 0.0], [0.1, 0.0, 0.0], [-0.1, 0.2, 0.0], [0.0, -0.1, 0.0], [0.1, -0.1, 0.0], [0.0, 0.0, 0.0], [0.0, 0.0, 0.0], [0.0, 0.0, 0.0], [-0.2, 0.0, 0.0], [0.0, 0.1, 0.1], [0.0, 0.0, 0.0], [0.0, 0.0, 0.0], [0.0, 0.0, 0.0], [0.0, 0.0, 0.0], [0.1, 0.1, 0.0], [-0.1, 0.0, -0.1], [0.0, -0.1, 0.0], [0.0, 0.0, 0.0], [0.0, 0.0, -0.1], [-0.1, 0.1, 0.1], [-0.2, -0.1, 0.0], [0.2, 0.1, 0.0], [0.0, -0.1, 0.0], [0.0, 0.0, 0.0], [0.0, 0.0, 0.0], [0.0, 0.0, 0.0], [-0.1, 0.1, 0.0], [0.0, 0.0, 0.1], [0.0, 0.0, 0.0]], "e_homo_ev": [-10.48, -10.48], "spin_multiplicity": 2, "total_charge": 1, "orbital_gap_ev": [5.914, 6.312], "lumo_ha": [-0.1678, -0.1532], "energy_ha": -2816.2880}



{"formula": "C31H23AuBrIN4OP", "method": "ωB97M-V/def2-TZVPD", "species": ["Au", "I", "C", "C", "C", "C", "C", "C", "C", "C", "C", "P", "C", "C", "C", "C", "C", "C", "C", "C", "C", "C", "C", "C", "C", "H", "H", "H", "H", "H", "H", "H", "H", "H", "H", "H", "H", "H", "H", "H", "H", "C", "C", "O", "H", "H", "H", "N", "C", "N", "C", "N", "Br", "C", "C", "C", "N", "C", "C", "H", "H", "H", "H"], "xyz": [[1.297063, 1.570946, -0.113790], [0.329756, 1.619817, 2.856640], [-0.151561, -0.277389, 3.610403], [0.034077, -0.306988, 4.968180], [-0.341532, -1.420884, 5.739436], [-0.933901, -2.471126, 5.119333], [-1.129393, -2.474270, 3.715391], [-1.764220, -3.608843, 3.156297], [-1.973014, -3.712112, 1.817067], [-1.500845, -2.681528, 0.993445], [-0.878493, -1.553041, 1.477022], [-0.224390, -0.533871, 0.103160], [-1.699654, -0.146728, -0.898192], [-2.971843, -0.108124, -0.332068], [-4.052201, 0.369297, -1.063861], [-3.875856, 0.800449, -2.369710], [-2.611332, 0.754823, -2.946934], [-1.533955, 0.290848, -2.212720], [0.740670, -1.732710, -0.872409], [0.276677, -2.407094, -1.996637], [1.118580, -3.267673, -2.688942], [2.419842, -3.475438, -2.253014], [2.883810, -2.825493, -1.115892], [2.049490, -1.953553, -0.433877], [-0.702960, -1.385572, 2.893267], [0.461233, 0.551112, 5.466825], [-0.176576, -1.414770, 6.807484], [-1.267838, -3.332776, 5.681473], [-2.078652, -4.396531, 3.828590], [-2.459906, -4.574265, 1.385214], [-1.619576, -2.800007, -0.077438], [-3.126470, -0.443511, 0.685600], [-5.034239, 0.394404, -0.611003], [-4.719356, 1.162977, -2.941746], [-2.466928, 1.079799, -3.968008], [-0.555547, 0.257832, -2.678745], [-0.735959, -2.253445, -2.349936], [0.754394, -3.779469, -3.569262], [3.071773, -4.145796, -2.795664], [3.895224, -2.987477, -0.767440], [2.422562, -1.439004, 0.445056], [2.770454, 0.784466, -2.628670], [1.748468, 1.769759, -2.167746], [1.091136, 2.583260, -2.681194], [2.683941, 0.739866, -3.715795], [2.606147, -0.184090, -2.164234], [3.748897, 1.159087, -2.334116], [3.254004, 1.175031, 0.370372], [4.248224, 0.587381, 0.142257], [5.319651, -0.027835, -0.015743], [5.966825, -0.258236, -1.138467], [6.536883, -0.499994, -2.113107], [-2.743962, 7.061174, -0.539687], [-1.656142, 5.548753, -0.384810], [-2.219647, 4.300335, -0.180932], [-1.379418, 3.209638, -0.076522], [-0.050193, 3.314404, -0.166624], [0.487081, 4.527084, -0.360802], [-0.275727, 5.669303, -0.471770], [-3.288680, 4.169257, -0.106091], [-1.779645, 2.219104, 0.083048], [1.565008, 4.581482, -0.420672], [0.197716, 6.627972, -0.621302]], "forces_ev_per_a": [[-0.2, 0.1, 0.8], [0.0, 0.1, -0.3], [0.0, -0.1, 0.2], [0.0, -0.1, 0.0], [0.0, 0.1, 0.0], [0.0, 0.0, -0.1], [0.0, -0.1, 0.1], [0.0, 0.0, 0.0], [0.0, 0.1, 0.0], [0.0, -0.1, -0.1], [0.1, 0.0, 0.1], [0.0, 0.1, -0.5], [-0.1, -0.1, 0.1], [0.0, 0.0, 0.0], [0.0, 0.0, 0.0], [0.0, 0.0, 0.0], [-0.1, 0.0, 0.0], [0.1, 0.0, 0.0], [0.1, -0.1, 0.1], [0.0, 0.1, -0.1], [0.0, 0.0, 0.0], [0.0, 0.0, 0.0], [0.0, 0.0, 0.0], [0.0, -0.1, 0.0], [0.0, 0.0, -0.1], [0.0, 0.0, 0.0], [0.0, 0.0, 0.0], [0.0, 0.0, 0.0], [0.0, 0.0, 0.0], [0.0, 0.0, 0.0], [0.0, 0.0, 0.0], [0.0, 0.0, 0.0], [0.0, 0.0, 0.0], [0.0, 0.0, 0.0], [0.0, 0.0, 0.0], [0.0, 0.0, 0.0], [0.0, 0.0, 0.0], [0.0, 0.0, 0.0], [0.0, 0.0, 0.0], [0.0, 0.0, 0.0], [0.0, 0.0, 0.0], [-0.2, 0.2, -0.2], [-0.5, 0.2, -0.1], [0.5, -0.4, 0.0], [0.1, 0.0, 0.1], [0.0, -0.1, 0.0], [0.1, 0.0, 0.0], [0.1, 0.1, 0.0], [-0.1, 0.1, -0.4], [0.2, -0.4, 0.6], [-0.1, 0.1, -0.2], [0.0, 0.0, -0.1], [0.0, 0.0, 0.0], [0.1, 0.0, 0.0], [0.0, 0.0, 0.0], [0.0, 0.0, 0.0], [0.0, 0.0, -0.2], [0.0, 0.1, 0.0], [-0.1, 0.0, 0.0], [0.0, 0.0, 0.0], [0.0, 0.0, 0.0], [0.0, 0.0, 0.0], [0.0, 0.0, 0.0]], "e_homo_ev": -10.93, "e_above_lowest_ev": 1.159, "total_charge": 1, "orbital_gap_ev": 6.321, "lumo_ha": -0.1694, "energy_ha": -4837.8472}



{"formula": "C31H23BrCl2CrIN4OS", "method": "ωB97M-V/def2-TZVPD", "species": ["Cr", "Cl", "C", "C", "C", "I", "C", "O", "C", "N", "C", "C", "C", "C", "H", "H", "H", "H", "C", "N", "C", "C", "N", "C", "S", "C", "C", "C", "C", "C", "N", "H", "H", "H", "H", "H", "H", "H", "H", "H", "Cl", "C", "C", "C", "C", "C", "C", "C", "H", "H", "H", "H", "H", "H", "Br", "C", "C", "C", "C", "C", "C", "H", "H", "H", "H"], "xyz": [[0.231393, 0.196813, -0.362262], [-4.255688, -3.399285, -4.163504], [-3.536167, -2.335889, -2.991007], [-4.331211, -1.741078, -2.045382], [-3.777766, -0.873991, -1.104248], [-5.007488, 0.119883, 0.269238], [-2.410416, -0.583698, -1.053639], [-1.851537, 0.204109, -0.202620], [-1.599346, -1.225842, -2.051836], [-0.267762, -0.944669, -1.987426], [0.527874, -1.477037, -2.894659], [0.067608, -2.316630, -3.913890], [-1.263459, -2.624738, -3.989877], [-2.149980, -2.082460, -3.035094], [-5.393454, -1.942641, -2.045272], [1.578457, -1.234328, -2.809164], [0.771239, -2.715562, -4.630899], [-1.650718, -3.263948, -4.770746], [-2.279309, 2.449352, 3.386044], [-2.080692, 1.024693, 3.207955], [-2.890002, 0.028615, 3.713144], [-2.399035, -1.144902, 3.291766], [-1.273193, -0.866631, 2.521256], [-1.079182, 0.485901, 2.481940], [0.184489, 1.363743, 1.793007], [-0.439509, -1.882058, 2.007828], [-0.232289, -3.004491, 2.803955], [0.560932, -4.028022, 2.326633], [1.114794, -3.898273, 1.062354], [0.861138, -2.747889, 0.348426], [0.102212, -1.741372, 0.798816], [-2.760607, 2.619197, 4.346600], [-2.901356, 2.852323, 2.586212], [-1.315530, 2.948776, 3.359723], [-3.775326, 0.237155, 4.286299], [-2.776098, -2.143551, 3.410652], [-0.667018, -3.049959, 3.791933], [0.756097, -4.898995, 2.936965], [1.752706, -4.662527, 0.642360], [1.291781, -2.606810, -0.632478], [-2.018444, 3.805280, -1.289654], [-0.380269, 4.086197, -0.763991], [-0.114297, 5.287623, -0.124306], [1.156290, 5.547828, 0.358205], [2.148755, 4.589740, 0.202674], [1.871736, 3.401033, -0.446069], [0.602062, 3.108935, -0.968194], [0.349853, 1.831721, -1.681840], [-0.908431, 6.014009, -0.011441], [1.367545, 6.489771, 0.847638], [3.143845, 4.772830, 0.589217], [2.648928, 2.656632, -0.561180], [1.144586, 1.658477, -2.411650], [-0.589428, 1.881819, -2.233329], [6.933091, -0.995582, -0.014582], [5.070005, -0.605116, -0.133587], [4.273232, -0.708284, 0.991434], [2.914358, -0.443145, 0.882415], [2.288214, -0.064522, -0.317995], [3.161116, 0.050746, -1.408893], [4.523680, -0.218427, -1.341533], [4.707500, -0.983427, 1.944260], [2.330794, -0.529017, 1.792984], [2.787878, 0.386336, -2.371949], [5.150822, -0.114745, -2.217735]], "forces_ev_per_a": [[-0.6, 0.5, 0.1], [0.0, 0.0, 0.0], [-0.2, 0.1, 0.1], [0.1, -0.2, -0.3], [0.2, 0.4, 0.4], [0.1, -0.2, -0.1], [-0.2, 0.1, 0.1], [0.3, -0.2, -0.1], [-0.3, -0.1, -0.1], [0.0, -0.6, -0.7], [0.1, 0.2, 0.2], [-0.2, -0.2, -0.2], [0.1, 0.1, 0.1], [0.2, 0.1, 0.1], [0.0, 0.0, 0.0], [0.0, 0.0, 0.0], [0.0, 0.0, 0.0], [0.0, 0.0, 0.0], [-0.1, 0.2, 0.0], [0.2, -0.2, 0.0], [-0.2, -0.1, 0.0], [-0.1, 0.0, 0.0], [-0.2, 0.2, 0.1], [-0.1, 0.0, 0.0], [0.2, 0.1, -0.1], [0.2, -0.2, -0.2], [0.0, 0.0, 0.1], [0.0, 0.1, -0.1], [0.0, -0.1, 0.1], [0.0, 0.1, -0.1], [-0.1, 0.0, 0.4], [0.0, 0.0, 0.0], [0.0, -0.1, 0.0], [0.0, 0.0, 0.0], [0.0, 0.1, 0.0], [0.0, 0.0, 0.0], [0.0, 0.0, 0.0], [0.0, 0.0, 0.0], [0.0, 0.0, 0.0], [0.0, 0.0, 0.0], [-0.1, 0.0, 0.0], [0.2, -0.1, 0.1], [0.0, 0.0, 0.0], [0.0, 0.0, 0.0], [0.0, 0.0, 0.0], [-0.1, 0.0, -0.1], [-0.1, 0.2, -0.1], [-0.1, 0.0, 0.2], [0.0, 0.0, 0.0], [0.0, 0.0, 0.0], [0.0, 0.0, 0.0], [0.0, 0.0, 0.0], [0.0, -0.1, 0.1], [-0.1, -0.1, 0.1], [-0.1, 0.0, 0.0], [0.1, 0.0, 0.0], [0.0, 0.0, 0.0], [0.0, 0.0, 0.0], [0.4, -0.1, 0.0], [-0.1, 0.0, 0.0], [0.1, 0.0, 0.0], [0.0, 0.0, 0.0], [0.0, 0.0, 0.0], [0.0, 0.0, 0.0], [0.0, 0.0, 0.0]], "e_homo_ev": [-7.44, -7.32], "spin_multiplicity": 4, "orbital_gap_ev": [7.174, 6.876], "lumo_ha": [-0.0099, -0.0162], "energy_ha": -6724.2084}